(1)
19
Properties=species:S:1:pos:R:3:mulliken_charge:R:1 method="wB97M-V/def2-TZVPD" gap_ev="7.47 / 7.86" total_energy_ha=-1288.5658
C -2.1212 1.6463 1.8633 -0.37
C -1.0661 2.3754 1.2010 0.09
C -2.1923 0.6753 2.7002 -0.45
C 2.5916 -0.9047 -2.1105 -0.77
N -0.1331 1.0021 -0.5768 -0.13
N 0.0346 -1.4322 -1.4241 -0.35
O 1.7068 -3.3051 -1.5194 -0.63
O 1.7404 -1.6557 0.2887 -0.60
O -0.2966 2.0130 0.2215 -0.14
S -0.8040 -0.4186 -0.2161 0.02
S 1.5645 -1.9487 -1.1109 1.14
H -3.0316 2.2347 1.8308 0.24
H -1.1622 3.4644 1.2507 0.30
H -3.2337 0.2296 3.1066 0.19
H -1.3270 0.1107 3.1120 0.29
H 2.5650 -1.0437 -3.1979 0.31
H 2.1815 0.0252 -1.7693 0.30
H 3.6357 -1.1328 -1.7346 0.28
H -0.6526 -1.9353 -1.9154 0.30

---

(2)
16
Properties=species:S:1:pos:R:3:mulliken_charge:R:1 method="wB97M-V/def2-TZVPD" gap_ev=9.13 total_energy_ha=-739.9729
C 0.2723 -2.3486 -1.7746 -1.17
C 0.4264 -0.9672 -0.9260 0.19
C -0.2965 0.9229 -0.1028 -0.26
C 0.2035 0.5099 1.1352 0.37
H -0.0734 -2.0934 -2.8906 0.27
H 1.1512 -3.0519 -1.8399 0.32
H -0.4441 -2.8283 -1.2691 0.41
H 1.1745 -0.3083 -1.5657 0.24
H -1.2527 1.8499 0.0847 0.27
H 0.5356 1.5797 -0.7104 0.22
H -1.4031 2.0632 1.8520 0.25
H -0.6879 2.1438 3.4347 0.33
N 0.3807 1.2399 2.2202 -0.41
N -0.4240 2.4313 2.3040 -0.55
O -0.6895 -0.1876 -0.7590 -0.32
S 1.1271 -0.9553 0.8071 -0.18

---

(3)
16
Properties=species:S:1:pos:R:3:mulliken_charge:R:1 method="wB97M-V/def2-TZVPD" gap_ev=8.59 total_energy_ha=-739.9862 smiles="CS[C@@H]1C=NN(C)O1"
C -0.2219 -1.2931 -2.3940 -0.80
S -1.1517 -1.3129 -0.7894 -0.05
C 0.2320 -1.2185 0.3210 0.31
C 0.0056 -1.3033 1.7782 -0.60
N -0.1128 -0.1831 2.3202 -0.65
N 0.1513 0.8356 1.5671 0.61
C 0.3547 2.2142 1.8406 -0.74
O 0.7094 0.3902 0.3109 -0.43
H 0.3487 -2.2045 -2.4448 0.25
H 0.3272 -0.4278 -2.1727 0.28
H -0.9461 -1.1544 -3.1736 0.34
H 1.0652 -1.7137 -0.1911 0.26
H -0.3221 -2.0532 2.4158 0.43
H 0.6625 2.7131 0.9418 0.29
H -0.5414 2.7148 2.3954 0.25
H 1.1923 2.1482 2.6875 0.27

---

(4)
16
Properties=species:S:1:pos:R:3:mulliken_charge:R:1 method="wB97M-V/def2-TZVPD" gap_ev=9.84 total_energy_ha=-740.0667 smiles="[H]/N=C1/NO[C@H](CC)S1"
H -3.4720 -0.7596 -0.1611 0.27
N -3.0620 0.1326 -0.1891 -0.64
C -1.8341 0.1396 -0.0144 0.42
N -1.0348 1.3363 0.1848 -0.41
O 0.2550 1.1327 -0.1726 -0.19
C 0.7543 -0.0460 0.5149 0.20
C 2.0585 -0.5646 -0.1874 -0.71
C 3.2821 0.3433 -0.1044 -1.14
S -0.6201 -1.2227 0.0183 -0.21
H -1.4916 2.1766 -0.2701 0.30
H 0.9024 0.0609 1.5481 0.39
H 1.8535 -0.8142 -1.2273 0.41
H 2.4431 -1.4977 0.1901 0.40
H 3.6645 0.3654 0.9525 0.29
H 3.0182 1.4202 -0.3950 0.27
H 4.0756 0.0335 -0.7714 0.36

---

(5)
16
Properties=species:S:1:pos:R:3:mulliken_charge:R:1 method="wB97M-V/def2-TZVPD" gap_ev=10.03 total_energy_ha=-740.0832 smiles="O=CN(S)C[C@H]1CN1"
O -1.5346 2.1428 -0.3260 -0.52
C -1.7792 0.9671 -0.1881 0.06
N -1.0265 -0.0278 0.3279 -0.03
S -1.2546 -1.6669 -0.0272 -0.12
C 0.3425 0.4437 0.8529 -0.90
C 1.4106 0.4417 -0.1549 0.16
C 2.8239 0.4770 0.0259 -0.26
N 2.1476 -0.7897 -0.2963 -0.51
H -2.7736 0.5607 -0.4625 0.36
H -0.1748 -1.8648 -0.7638 0.13
H 0.0970 1.4098 1.1656 0.35
H 0.5799 -0.1795 1.7378 0.32
H 0.9853 0.9605 -1.0405 0.23
H 3.4413 0.9141 -0.7421 0.26
H 3.2960 0.3969 1.0317 0.21
H 2.2641 -0.9244 -1.3184 0.25

---

(6)
15
Properties=species:S:1:pos:R:3:mulliken_charge:R:1 method="wB97M-V/def2-TZVPD" gap_ev=9.09 total_energy_ha=-664.7516 smiles="CC#CS.C=NN"
C 0.5896 2.4706 -0.4209 -1.20
C 1.3426 1.2837 -0.0918 0.49
C 2.1750 0.4637 0.1326 0.05
S 3.3075 -0.7172 0.5914 -0.27
H 0.2641 3.1451 0.4178 0.27
H -0.2378 2.0017 -0.8628 0.31
H 1.1938 3.0720 -1.1123 0.26
H 3.4661 -1.3208 -0.5075 0.09
C -0.1283 -1.3050 1.0372 -0.45
N -0.7746 -0.9506 0.0405 -0.19
N -0.6875 -1.4673 -1.1196 -0.37
H 0.5496 -2.1968 1.0185 0.33
H -0.5812 -0.9596 2.0029 0.23
H 0.1592 -2.0690 -1.4562 0.22
H -0.9493 -0.8688 -1.9153 0.24